[1]
ORCA calculation (ωB97M-V/def2-TZVPD) on a molecular structure, C32H36InN5O2S2SeSi in a non-equilibrium geometry.

Cartesian coordinates (Å):
In -0.2095 0.5442 1.5010
C -2.9571 -0.2188 0.0273
N -1.9630 -0.8205 -0.8697
C -2.0378 -2.2833 -0.7424
C -1.1877 -3.1096 -1.7178
C 0.2204 -2.6179 -2.0704
N 1.0879 -2.3313 -0.9527
C 2.0504 -3.1210 -0.7566
C 3.1496 -2.9437 0.2062
C 3.7610 -4.0879 0.7130
C 4.8611 -4.0195 1.5471
C 5.4004 -2.7781 1.8497
C 4.8186 -1.6247 1.3532
C 3.6802 -1.6944 0.5545
O 3.0070 -0.5961 0.1076
C -2.0619 -0.2884 -2.2307
C -0.9201 0.6858 -2.5979
C -1.1400 2.1602 -2.2424
N -0.9068 2.4533 -0.8389
C -0.1828 3.4796 -0.5867
C 0.0973 4.0879 0.7054
C 1.0057 5.1587 0.7250
C 1.3106 5.8467 1.8779
C 0.6684 5.4735 3.0701
C -0.2147 4.4248 3.0972
C -0.5193 3.6534 1.9304
O -1.2970 2.6503 1.9852
H -3.9830 -0.4014 -0.3268
H -2.7757 0.8558 0.1126
H -2.8632 -0.6561 1.0256
H -3.0770 -2.6365 -0.8540
H -1.7320 -2.5158 0.2833
H -1.7124 -3.2117 -2.6726
H -1.1100 -4.1077 -1.2788
H 0.1449 -1.6915 -2.6399
H 0.6760 -3.3751 -2.7257
H 2.1675 -4.0213 -1.3814
H 3.3400 -5.0515 0.4494
H 5.2957 -4.9212 1.9595
H 6.2809 -2.7045 2.4764
H 5.2332 -0.6557 1.5892
H -3.0268 0.2153 -2.3775
H -2.0260 -1.1213 -2.9339
H -0.7412 0.6187 -3.6749
H -0.0123 0.3671 -2.0800
H -2.1759 2.4374 -2.4801
H -0.4897 2.7759 -2.8857
H 0.2660 4.0243 -1.4355
H 1.4834 5.4407 -0.2102
H 2.0363 6.6506 1.8668
H 0.8722 6.0280 3.9808
H -0.6932 4.1159 4.0195
S 3.8782 -0.6123 -2.9723
C 3.6702 1.0448 -2.6514
C 3.6237 1.9353 -3.7593
C 3.6198 3.3084 -3.6388
C 3.6404 4.1194 -4.8182
N 3.6552 4.7507 -5.7804
C 3.6218 3.9033 -2.3586
C 3.5604 3.0589 -1.2537
C 3.5840 1.6794 -1.3725
S 3.6274 0.9378 0.2388
C 3.7526 5.3082 -2.1869
N 3.8923 6.4431 -2.0371
H 3.6418 1.4857 -4.7421
H 3.5037 3.5039 -0.2642
C -2.9357 -3.2981 6.8704
Si -1.9572 -2.3303 5.5488
C -2.3489 -0.5020 5.8866
C -0.1264 -2.5812 5.9946
Se -2.4578 -3.0216 3.5177
H -2.6471 -3.0036 7.8874
H -2.7606 -4.3715 6.7594
H -4.0083 -3.1218 6.7519
H -2.4671 -0.3085 6.9595
H -3.2752 -0.2108 5.3862
H -1.5521 0.1450 5.5092
H 0.0209 -2.7077 7.0743
H 0.4766 -1.7293 5.6660
H 0.2618 -3.4695 5.4936

The total charge is -2. For the HOMO energy, the calculation gives -2.10 eV. Its gap between HOMO and LUMO is 6.16 eV.


[2]
ORCA calculation (ωB97M-V/def2-TZVPD) on CH3NO3 in the gas phase in a non-equilibrium geometry.

Cartesian coordinates (Å):
C 0.5121 -1.2791 -0.2832
N -0.0762 0.9971 0.1964
O -1.0662 3.1081 0.6257
O -1.0163 1.7770 0.4249
O -0.5569 -0.2605 0.1929
H 0.5857 -1.1483 -1.3263
H 0.1179 -2.2200 -0.0588
H 1.4999 -0.9744 0.2284

The total charge is 0. For the energy above the lowest of the compared OMol25 structures with the same formula, charge and spin, the calculation gives 160.0 kcal/mol. For the HOMO energy (alpha / beta), the calculation gives -9.80 / -9.76 eV. Its gap between HOMO and LUMO (alpha / beta) is 9.16 / 9.11 eV.